Here is a cluster of 10 separate species, C62H138N6O14 in total from OMol25. Energies are from ωB97M-V/def2-TZVPD.

The geometry in ORCA input format:
```
! RIJCOSX wB97M-V def2-TZVPD def2/J DEFGRID3
* xyz 0 1
C -10.43 1.65 -9.09
C -8.85 1.42 -8.84
C -8.08 2.79 -8.88
C -8.75 0.87 -7.45
C -9.25 -0.64 -7.45
C -8.45 -1.46 -8.33
C -8.49 -1.00 -9.79
C -7.26 -1.67 -10.59
C -9.79 -1.48 -10.48
N -8.29 0.51 -9.82
O -8.48 1.01 -11.06
H -11.01 0.74 -8.92
H -10.79 2.39 -8.37
H -10.70 2.07 -10.06
H -8.68 3.47 -8.27
H -7.06 2.64 -8.53
H -8.12 3.32 -9.83
H -7.72 0.93 -7.08
H -9.30 1.49 -6.75
H -9.22 -1.08 -6.45
H -10.28 -0.77 -7.79
H -8.85 -2.46 -8.20
H -7.42 -1.50 -7.96
H -7.25 -2.75 -10.77
H -6.36 -1.50 -10.00
H -7.19 -1.14 -11.54
H -10.72 -1.05 -10.10
H -10.07 -2.53 -10.40
H -9.89 -1.33 -11.55
H -7.64 1.42 -11.28
C -13.08 2.62 -13.14
C -14.12 2.19 -12.08
C -15.40 2.16 -12.91
C -13.83 0.75 -11.73
C -14.47 0.19 -10.41
C -14.39 1.29 -9.23
C -14.69 2.76 -9.60
C -16.27 3.03 -9.58
C -13.99 3.65 -8.57
N -14.07 3.11 -10.93
O -14.12 4.55 -11.22
H -13.22 3.70 -13.26
H -12.19 2.37 -12.55
H -13.08 2.01 -14.04
H -15.34 1.51 -13.79
H -16.24 1.82 -12.31
H -15.57 3.22 -13.12
H -14.03 0.05 -12.54
H -12.77 0.53 -11.60
H -15.49 0.04 -10.76
H -14.43 -0.82 -9.99
H -13.40 1.20 -8.79
H -14.97 1.08 -8.32
H -16.81 2.92 -8.64
H -16.81 2.48 -10.34
H -16.59 4.01 -9.94
H -14.46 3.34 -7.63
H -14.33 4.68 -8.67
H -12.91 3.62 -8.71
H -15.07 4.66 -11.14
C -12.08 -5.80 -12.68
C -11.29 -5.77 -14.00
C -12.14 -5.33 -15.22
C -10.03 -4.78 -13.97
C -8.93 -5.29 -13.01
C -8.93 -6.86 -12.75
C -9.42 -7.66 -14.04
C -8.44 -7.46 -15.24
C -9.33 -9.18 -13.77
N -10.74 -7.12 -14.26
O -11.74 -8.05 -14.67
H -11.53 -6.18 -11.82
H -12.74 -4.93 -12.59
H -12.75 -6.61 -12.98
H -12.30 -4.25 -15.22
H -11.67 -5.62 -16.16
H -13.00 -5.99 -15.32
H -9.69 -4.34 -14.91
H -10.49 -3.94 -13.46
H -7.98 -4.99 -13.44
H -9.06 -4.80 -12.05
H -9.72 -7.01 -12.01
H -8.08 -7.27 -12.21
H -8.87 -8.04 -16.05
H -7.47 -7.91 -15.06
H -8.47 -6.44 -15.63
H -8.41 -9.74 -13.61
H -9.86 -9.72 -14.55
H -9.97 -9.33 -12.90
H -11.61 -7.94 -15.62
C -3.51 -3.29 -9.08
C -3.49 -4.34 -10.27
C -2.10 -5.08 -10.18
C -4.62 -5.32 -9.99
C -4.88 -6.14 -11.27
C -5.33 -5.27 -12.44
C -4.21 -4.27 -12.81
C -3.07 -4.95 -13.61
C -4.95 -3.21 -13.73
N -3.68 -3.58 -11.56
O -2.61 -2.78 -11.94
H -2.76 -2.50 -9.07
H -4.40 -2.71 -9.32
H -3.72 -3.72 -8.10
H -2.01 -5.71 -11.06
H -1.30 -4.35 -10.27
H -1.79 -5.68 -9.33
H -4.35 -5.88 -9.09
H -5.63 -4.94 -9.86
H -4.06 -6.81 -11.51
H -5.65 -6.90 -11.07
H -6.27 -4.77 -12.24
H -5.53 -5.93 -13.29
H -2.44 -5.55 -12.95
H -2.52 -4.29 -14.27
H -3.57 -5.67 -14.25
H -5.55 -2.53 -13.12
H -5.69 -3.69 -14.37
H -4.29 -2.65 -14.41
H -2.92 -1.88 -12.07
C -8.43 6.14 -8.66
C -9.36 6.82 -9.68
C -8.80 6.77 -11.15
C -10.68 6.14 -9.80
C -11.51 6.46 -8.50
C -11.62 8.05 -8.29
C -10.32 8.85 -8.36
C -10.49 10.35 -8.72
C -9.49 8.82 -7.01
N -9.52 8.32 -9.46
O -8.30 8.98 -9.58
H -8.98 5.66 -7.85
H -7.65 5.50 -9.08
H -7.85 6.99 -8.29
H -8.77 5.74 -11.50
H -9.46 7.38 -11.77
H -7.76 7.09 -11.19
H -11.09 6.64 -10.67
H -10.55 5.09 -10.04
H -12.52 6.09 -8.68
H -11.18 5.91 -7.62
H -12.42 8.31 -7.59
H -12.23 8.42 -9.11
H -11.21 10.80 -8.04
H -10.81 10.48 -9.76
H -9.68 11.04 -8.47
H -9.40 7.80 -6.66
H -10.04 9.42 -6.28
H -8.53 9.34 -7.03
H -7.85 8.58 -8.83
C -12.27 3.02 -4.73
C -11.09 3.69 -3.94
C -9.90 2.68 -3.88
C -10.64 4.80 -4.94
C -11.70 5.94 -5.04
C -12.08 6.49 -3.65
C -12.47 5.35 -2.58
C -12.26 6.09 -1.22
C -14.02 4.93 -2.67
N -11.47 4.28 -2.66
O -11.78 3.24 -1.85
H -11.94 2.60 -5.68
H -12.84 2.33 -4.10
H -13.00 3.80 -4.92
H -9.39 3.03 -2.98
H -10.19 1.67 -3.59
H -9.27 2.74 -4.76
H -9.60 5.09 -4.77
H -10.59 4.54 -5.99
H -11.36 6.70 -5.74
H -12.63 5.70 -5.57
H -12.99 7.08 -3.68
H -11.34 7.20 -3.28
H -11.24 6.23 -0.87
H -12.71 5.45 -0.46
H -12.89 6.97 -1.23
H -14.71 5.65 -2.24
H -14.41 4.12 -2.06
H -14.36 4.78 -3.69
H -10.92 3.02 -1.50
O -3.01 1.99 -11.66
C -3.71 0.93 -12.38
C -5.24 0.95 -11.88
O -5.65 2.06 -11.02
H -2.91 2.74 -12.24
H -3.70 1.07 -13.46
H -3.19 -0.02 -12.36
H -5.16 0.05 -11.27
H -5.92 0.70 -12.70
H -4.80 2.36 -10.69
O -6.67 3.87 -12.79
C -6.82 3.25 -14.08
C -8.12 2.37 -14.09
O -8.26 1.83 -15.44
H -6.43 3.11 -12.26
H -6.79 4.09 -14.78
H -5.88 2.73 -14.28
H -9.03 2.97 -14.03
H -8.11 1.53 -13.40
H -8.57 2.60 -15.93
O -11.95 -4.22 -6.33
C -11.35 -3.52 -5.26
C -11.68 -2.07 -5.41
O -11.04 -1.09 -4.54
H -11.80 -5.15 -6.17
H -11.61 -3.97 -4.31
H -10.27 -3.55 -5.32
H -12.74 -1.97 -5.20
H -11.68 -1.74 -6.45
H -11.51 -0.27 -4.70
O -5.28 0.01 -8.23
C -4.99 0.20 -6.83
C -3.48 0.39 -6.47
O -2.87 1.71 -6.53
H -6.17 0.34 -8.35
H -5.57 1.09 -6.59
H -5.51 -0.52 -6.20
H -2.78 -0.18 -7.08
H -3.34 -0.11 -5.51
H -2.80 1.92 -7.46
*
```

Output
DFT total energy = -104120.1198 eV
SMILES = CC1(C)CCCC(C)(C)N1O.CC1(C)CCCC(C)(C)N1O.CC1(C)CCCC(C)(C)N1O.CC1(C)CCCC(C)(C)N1O.CC1(C)CCCC(C)(C)N1O.CC1(C)CCCC(C)(C)N1O.OCCO.OCCO.OCCO.OCCO
E_HOMO = -7.97 eV
HOMO-LUMO gap = 8.3 eV
energy above the lowest of the compared OMol25 structures with the same formula, charge and spin = 217.4 kcal/mol
strongest force on any atom = 4.15 eV/Å

---

Here is a structure of composition C16H32CoN4O8P2 from OMol25. Energies are from ωB97M-V/def2-TZVPD.

The geometry in ORCA input format:
```
! RIJCOSX wB97M-V def2-TZVPD def2/J DEFGRID3
* xyz 1 1
Co -0.11 0.20 -0.03
O -0.38 2.29 3.17
C -0.77 1.74 2.19
O -0.18 0.62 1.71
C -2.03 2.13 1.42
C -2.74 0.86 0.95
C -4.13 1.15 0.40
C -3.81 1.84 -0.95
C -2.29 1.84 -0.95
O -1.98 0.56 -0.28
C -1.71 2.83 0.05
C -0.21 2.96 -0.19
O 0.42 3.97 -0.05
O 0.36 1.83 -0.65
H -2.64 2.74 2.07
H -2.67 0.02 1.63
H -4.69 0.23 0.25
H -4.68 1.79 1.09
H -4.20 1.26 -1.78
H -4.20 2.85 -1.02
H -1.82 1.85 -1.93
H -2.15 3.82 -0.03
C 3.52 -1.76 -3.02
N 3.05 -0.75 -2.06
C 2.29 0.33 -2.70
P 2.62 -1.23 -0.56
O 1.70 -0.29 0.18
O 1.84 -2.66 -0.74
P 0.23 -2.86 -0.72
O -0.44 -1.52 -0.91
N -0.14 -3.85 -1.96
C -0.36 -3.22 -3.28
C 0.46 -5.18 -2.07
N -0.12 -3.54 0.73
C -0.61 -2.66 1.80
C 0.75 -4.61 1.25
N 3.91 -1.53 0.36
C 3.69 -1.68 1.81
C 5.12 -2.20 -0.14
H 3.96 -1.23 -3.86
H 2.70 -2.38 -3.39
H 4.28 -2.40 -2.60
H 2.94 0.79 -3.44
H 2.01 1.09 -1.98
H 1.40 -0.06 -3.21
H -0.78 -2.22 -3.16
H -1.08 -3.82 -3.83
H 0.56 -3.16 -3.85
H 0.17 -5.82 -1.24
H 1.55 -5.14 -2.14
H 0.07 -5.64 -2.98
H -1.30 -1.91 1.40
H 0.20 -2.15 2.32
H -1.17 -3.27 2.50
H 0.60 -5.55 0.72
H 0.49 -4.78 2.29
H 1.81 -4.34 1.20
H 2.81 -1.12 2.12
H 4.55 -1.28 2.33
H 3.56 -2.73 2.08
H 5.63 -1.58 -0.87
H 4.90 -3.19 -0.57
H 5.79 -2.35 0.70
*
```

Output
DFT total energy = -95655.0412 eV
E_HOMO (spin up / spin down) = -12.31 / -12.31 eV
HOMO-LUMO gap (spin up / spin down) = 8.3 / 8.3 eV
strongest force on any atom = 0.68 eV/Å